The following is a DFT calculation (wB97M-V/def2-TZVPD) of an isolated molecule of C19H29ClN2O3S.

Structure (XYZ):
```
55
Properties=species:S:1:pos:R:3:forces:R:3
Cl 1.1910 4.1971 7.0631 0.18 0.05 0.15
S -3.3836 2.9277 2.9947 0.24 0.01 -0.39
O -4.0845 4.1302 2.6562 0.17 0.16 -0.09
O -4.1350 1.7959 3.4583 0.30 -0.05 0.12
O -0.1016 -2.0639 -1.1470 -0.19 -0.31 0.34
N -2.4409 2.5449 1.6706 -0.51 0.41 0.52
N 0.5261 -1.2141 -3.1319 0.00 0.04 -0.41
C -0.8214 1.3093 -0.6206 0.25 0.21 0.16
C -1.8518 1.2216 1.6872 0.51 -0.36 0.01
C -0.0785 3.8463 5.9517 -0.27 -0.14 -0.16
C -2.0954 3.2893 4.1814 -0.43 -0.26 -0.29
C 1.3176 -4.7465 -2.7506 0.11 0.28 0.01
C -0.0666 -2.2598 -3.9336 -0.09 -0.22 -0.24
C 1.9958 -3.7767 -3.7148 -0.06 -0.18 -0.22
C -1.2787 4.3799 3.9539 0.09 0.13 0.04
C 0.4862 1.2752 -1.4060 -0.15 -0.05 -0.11
C 0.1787 -0.1431 1.1409 0.07 0.21 0.05
C 1.2427 -0.0368 -1.1602 0.11 0.02 0.23
C -0.2595 4.6663 4.8446 -0.06 -0.04 -0.01
C -0.9016 2.7524 6.1809 0.10 0.14 -0.01
C -0.5521 1.1725 0.8779 -0.34 -0.25 0.11
C 0.9853 -3.1064 -4.6533 0.06 0.15 0.42
C 0.4885 -1.2134 -1.7802 0.43 0.49 -0.17
C 3.0522 -4.5059 -4.5436 -0.08 0.23 0.19
C -1.9193 2.4760 5.2832 -0.11 -0.07 -0.01
C 1.4752 -0.2318 0.3401 -0.17 -0.26 -0.11
H -2.5517 0.4596 1.3245 0.04 0.00 0.09
H -1.4588 4.9932 3.0862 0.08 0.14 -0.10
H 1.0902 -0.5327 -3.6143 -0.01 0.03 0.18
H 0.6757 -4.2171 -2.0523 -0.11 -0.03 0.09
H 2.0672 -5.2840 -2.1742 0.05 -0.10 0.08
H 0.0753 2.0105 1.2025 0.01 0.04 0.01
H 3.8032 -4.9523 -3.8963 0.10 -0.09 0.03
H 0.2789 1.3996 -2.4715 0.06 0.08 0.01
H 1.9326 -1.2082 0.5079 0.08 0.04 0.03
H 2.4946 -2.9980 -3.1261 -0.01 -0.01 -0.04
H 0.7209 -5.4733 -3.2981 -0.08 -0.14 -0.08
H 0.4065 -0.2347 2.2048 -0.02 -0.01 0.07
H 2.5912 -5.2983 -5.1295 -0.04 -0.13 -0.10
H -1.6378 1.0047 2.7364 0.10 -0.22 -0.06
H -0.4643 -0.9758 0.8575 -0.02 -0.03 0.08
H -1.4609 0.4860 -0.9456 -0.15 -0.04 -0.01
H -2.5866 1.6404 5.4250 -0.03 -0.12 0.07
H 1.5275 -2.4695 -5.3586 0.00 -0.01 -0.11
H -1.3390 2.2487 -0.8243 -0.07 0.02 -0.09
H 2.1723 0.5358 0.6861 0.05 0.00 -0.01
H 1.1181 2.1084 -1.0884 0.03 0.03 -0.04
H 0.4670 -3.8738 -5.2314 0.00 -0.05 -0.11
H 0.3897 5.5137 4.6902 0.05 0.06 0.00
H -0.6579 -2.8739 -3.2535 -0.02 0.08 -0.11
H -0.7461 2.1310 7.0487 0.02 -0.04 0.07
H 3.5525 -3.8217 -5.2261 0.08 0.03 -0.11
H -0.7375 -1.8081 -4.6731 -0.01 -0.09 0.11
H -2.9100 2.7828 0.8105 -0.25 0.22 -0.06
H 2.2181 0.0205 -1.6598 -0.09 -0.02 0.00
```
Forces are in eV/Å.

Output
HOMO: -9.567 eV
charge: 0
HOMO-LUMO gap: 10.0 eV
SMILES: CC(C)CCNC(=O)[C@H]1CC[C@@H](CNS(=O)(=O)c2ccc(Cl)cc2)CC1
max |F|: 0.84 eV Å⁻¹
spin multiplicity: 1

The following is a DFT calculation (wB97M-V/def2-TZVPD) of a cluster of 2 separate species, C19H29F4N2O6S in total.

Structure (XYZ):
```
61
Properties=species:S:1:pos:R:3:forces:R:3
S 1.7874 0.2646 -2.3272 -0.01 0.39 -0.61
F -5.0396 4.2324 -1.9667 2.10 -4.44 2.89
F -3.7349 2.0443 -1.7986 -2.49 4.30 2.00
F -5.6904 3.9414 1.0079 3.69 -2.81 -1.73
F 2.3421 -0.2485 2.4155 -1.14 0.80 -0.23
O 2.1339 -0.7795 -1.3859 -0.16 0.29 0.41
O -2.5215 -0.7813 2.3797 -1.08 0.49 2.00
O -3.4327 -5.0802 3.4434 0.72 0.36 -9.21
O -1.9169 -5.2407 1.5856 -3.30 2.14 0.17
O 1.3671 1.5846 -1.9013 -0.05 -0.66 0.35
O 3.8933 2.3214 1.7618 -0.73 -1.14 -1.83
N -1.3992 -0.0481 2.2756 7.71 1.42 -0.21
N 1.0723 0.2055 2.2838 -7.63 0.27 -0.35
C 3.1217 0.4365 -3.4959 0.47 0.05 -0.25
C -3.2836 -5.0355 2.0957 0.89 -0.72 6.92
C 0.5933 -0.3875 -3.4851 -0.58 -0.24 -0.29
C -1.5115 -4.0969 0.7022 -0.12 -0.19 -0.61
C 2.7842 -0.5548 -4.5996 0.08 -0.27 -0.13
C 1.3798 2.9433 1.7595 1.07 -1.23 0.36
C -1.1657 1.4299 2.0196 4.20 -1.50 -0.03
C 2.7100 2.4917 0.8608 -0.08 -1.18 -0.88
C 2.9998 3.4828 -0.4172 0.90 -0.36 0.01
C -4.6673 3.0556 0.3823 0.00 0.39 -4.60
C -4.4907 3.1562 -1.1098 -0.65 -0.12 2.58
C 0.1218 -4.1775 0.5871 -0.07 0.32 -0.83
C 0.9313 -2.9196 1.2570 0.60 -0.27 -0.89
C -3.7504 1.9539 1.1816 -0.05 -0.24 0.94
C 1.2842 -0.4037 -4.8476 -0.05 0.07 -0.41
C 0.4998 1.5817 2.0146 -3.42 -0.73 -0.02
C 0.3012 -2.3511 2.6593 0.42 0.87 0.22
C -0.0772 -0.7706 2.4131 0.79 1.95 0.13
C -2.3242 2.5727 1.7740 0.05 0.44 1.04
H 0.3232 -1.3964 -3.1613 0.10 0.17 0.08
H -4.2100 -4.8813 1.3637 2.26 -0.30 1.35
H 4.0752 0.2279 -3.0078 -0.17 0.08 0.11
H 1.0942 0.5425 -5.3688 0.02 -0.15 0.09
H 3.3670 -0.3618 -5.5050 -0.07 -0.04 0.18
H -1.9072 3.4687 1.1173 -0.70 -2.25 1.22
H 0.8203 3.7942 1.1785 0.67 -2.00 1.32
H -0.2932 0.2516 -3.4911 0.16 -0.09 0.22
H 0.8950 -1.2093 -5.4780 0.04 0.16 0.12
H 1.7427 3.3098 2.8305 -0.76 -0.63 -2.39
H 2.0558 -3.2875 1.4167 -2.55 0.90 -0.15
H 3.5065 4.4767 -0.0561 -1.17 -1.85 -0.63
H 1.1577 -2.3758 3.4879 -2.01 0.30 -1.74
H 1.0093 -2.0511 0.4530 -0.25 -1.75 1.78
H 4.4020 1.5023 1.4317 -1.24 2.03 0.69
H -0.6074 -2.9556 3.0815 1.63 1.28 -1.00
H 0.5238 -5.1858 1.0308 -1.11 1.95 -0.81
H -2.8066 -0.6899 3.3568 0.40 -0.33 -1.94
H -4.3455 1.5412 2.1237 1.07 0.98 -2.19
H -1.9319 -3.1098 1.1692 1.08 -1.67 -0.80
H -2.0369 -4.2136 -0.3556 1.21 0.13 2.15
H 0.3736 -4.1661 -0.5800 -0.40 -0.10 2.64
H 2.5170 1.4023 0.4137 0.05 2.52 0.82
H -3.4411 1.0134 0.5332 -1.17 2.29 0.87
H 3.1072 1.4640 -3.8714 -0.04 -0.10 0.14
H 3.0029 -1.5764 -4.2667 0.04 0.14 -0.04
H 2.0575 3.6628 -1.0970 1.86 -0.31 1.70
H -2.5663 3.0454 2.8395 0.63 -0.99 -2.27
H 3.7979 2.9346 -1.1140 -1.70 1.17 1.57
```
Forces are in eV/Å.

Output
HOMO: -12.135 eV
charge: +1
HOMO-LUMO gap: 8.6 eV
max |F|: 9.25 eV Å⁻¹
spin multiplicity: 1

The following is a DFT calculation (wB97M-V/def2-TZVPD) of an isolated molecule of C19H29FN2O5S.

Structure (XYZ):
```
57
Properties=species:S:1:pos:R:3:forces:R:3
S -2.0077 7.7001 0.3177 0.00 -0.01 0.02
F -0.2689 -0.2495 -3.0254 0.02 -0.09 -0.09
O -1.3274 -5.0912 -2.2098 0.02 0.00 0.00
O 1.0980 5.3390 0.6156 0.02 0.01 0.00
O -3.3108 7.7909 0.9300 0.00 0.00 0.00
O -1.7155 8.4612 -0.8642 0.00 0.01 -0.01
O -2.8786 -0.1175 -0.6811 -0.02 0.07 -0.02
N -0.9457 1.0523 -0.9372 0.02 0.07 0.04
N 0.5142 3.7579 2.1256 0.02 0.05 -0.03
C 1.7451 2.9657 1.9676 -0.03 0.03 0.01
C -0.1232 -4.4470 -2.5806 -0.02 -0.01 0.00
C -0.3773 2.6480 2.5042 0.00 0.01 0.01
C -2.3259 -2.9838 -1.5155 0.01 -0.03 0.03
C -1.0688 -2.2255 -1.9474 -0.04 -0.03 0.04
C -0.7901 7.9302 1.5969 0.00 0.00 0.00
C -1.1581 1.9369 0.1909 0.02 0.01 -0.05
C -1.8290 0.0860 -1.2659 0.05 -0.12 0.12
C -1.6191 5.9691 0.0977 0.02 -0.02 0.00
C -1.1286 5.4627 1.4623 -0.01 0.06 0.05
C -1.9660 -4.4122 -1.1432 0.00 -0.01 -0.03
C 1.8465 2.3094 3.3501 0.01 -0.01 -0.01
C -1.3984 -0.8155 -2.4145 -0.01 0.15 0.02
C 0.2468 4.8259 1.3231 -0.03 -0.09 0.02
C -0.9738 6.6778 2.4408 -0.01 -0.03 -0.05
C 1.2980 1.9117 0.9414 -0.02 0.01 0.01
C 0.3564 2.1037 3.7358 0.00 0.02 -0.02
C -0.3608 -3.0186 -3.0456 0.00 -0.03 0.00
C -0.1871 1.6600 1.3325 -0.01 -0.04 0.01
H 1.3700 2.3338 -0.0639 0.01 0.00 -0.01
H 0.0986 1.0629 3.9266 0.00 0.00 0.00
H -1.8462 4.7653 1.8849 0.02 0.00 0.01
H -0.3968 -2.1495 -1.0816 0.03 0.02 -0.02
H -1.4063 2.9454 2.6858 0.00 -0.02 0.00
H -0.3476 0.6349 1.6734 0.00 0.00 0.00
H -0.8271 5.9193 -0.6478 -0.01 0.00 -0.01
H 0.0970 2.6857 4.6191 0.00 0.00 0.00
H 0.5911 -2.5570 -3.3101 0.00 0.01 0.00
H -2.8119 -2.4866 -0.6764 -0.01 -0.02 -0.03
H -2.1980 -0.8301 -3.1581 0.02 -0.01 -0.04
H -1.0062 8.8599 2.1185 0.00 0.01 -0.01
H -1.0551 2.9737 -0.1469 -0.01 0.00 0.00
H -1.3084 -4.4153 -0.2610 0.00 0.00 0.01
H 2.5882 3.5760 1.6636 0.01 -0.01 0.01
H -0.9846 -3.0336 -3.9450 0.00 0.00 0.00
H 0.5713 -4.4477 -1.7269 0.01 0.00 0.00
H -3.0372 -3.0031 -2.3471 -0.02 0.00 0.01
H -2.5198 5.4722 -0.2562 0.00 0.01 -0.02
H 1.9128 1.0131 0.9773 -0.01 0.00 -0.01
H 0.1865 7.9717 1.1149 0.00 0.00 0.00
H -0.1303 6.5210 3.1114 0.00 0.00 0.02
H -1.8771 6.7748 3.0408 0.00 0.00 0.00
H 2.4061 1.3757 3.3037 0.00 0.00 0.01
H -2.8577 -4.9891 -0.9028 0.00 0.00 0.01
H 0.3166 -5.0489 -3.3746 0.00 0.00 0.00
H -0.1133 1.1364 -1.4974 -0.05 0.01 0.00
H 2.3470 2.9683 4.0577 0.00 0.01 -0.01
H -2.1862 1.7805 0.5148 -0.02 0.03 0.02
```
Forces are in eV/Å.

Output
HOMO: -9.748 eV
charge: 0
HOMO-LUMO gap: 10.2 eV
SMILES: O=C(NC[C@H]1C[C@@H]2CC[C@H]1N2C(=O)[C@H]1CCS(=O)(=O)C1)[C@@H](F)C1CCOCC1
max |F|: 0.18 eV Å⁻¹
spin multiplicity: 1

The following is a DFT calculation (wB97M-V/def2-TZVPD) of a structure of composition C19H29GaN2Si.

Structure (XYZ):
```
52
Properties=species:S:1:pos:R:3:forces:R:3
Ga 0.9462 0.6778 -1.3158 -0.47 -0.32 0.01
Si 3.9108 2.0370 -1.6670 0.48 2.11 0.38
N 2.9626 0.7295 -1.0138 0.18 -2.42 1.69
N 2.1535 -1.2412 -0.3173 -1.27 -0.98 -0.08
C -4.0463 -0.6757 1.0097 -2.10 -0.73 1.59
C -5.9846 -1.4295 2.4454 0.25 1.80 0.30
C 2.1941 -2.4047 0.2945 -1.11 0.90 0.02
C -2.7921 2.5656 -1.5320 -1.16 -2.91 -1.01
C 2.6511 2.9918 -2.6533 0.80 0.14 -0.37
C -4.6318 -1.8032 1.8534 1.71 -1.00 -0.57
C 4.4220 -0.7894 0.3334 1.09 -1.34 0.53
C -3.1202 1.3610 -0.6284 0.61 2.25 -1.20
C -2.9724 1.4851 0.7610 -1.14 -2.13 2.51
C 3.3025 -2.7840 1.0650 1.38 -1.09 -1.06
C -4.2682 -0.7072 -0.3686 0.20 -1.57 -1.99
C -3.6854 0.2234 -1.1813 -1.70 -1.09 -0.66
C 3.2065 -0.4191 -0.2977 0.92 2.30 -0.86
C 1.0266 -3.3249 0.1579 -0.23 0.08 -1.18
C -3.5890 -2.1594 2.9401 -0.19 1.38 -0.42
C 5.2350 1.3059 -2.6634 0.45 -0.14 -1.26
C 4.5407 3.1742 -0.2805 -0.51 -1.02 -0.20
C 4.5056 -2.1164 0.8925 0.36 1.60 0.65
C -3.5191 0.4658 1.5945 2.40 2.42 -0.25
H -6.5619 -2.2680 2.8081 0.06 -0.27 -0.05
H -3.8663 -2.9568 3.5755 -0.42 -1.05 0.39
H 5.6204 3.3440 -0.3293 -0.26 0.17 -0.01
H 5.9264 0.7593 -2.0218 0.13 -0.04 -0.10
H 4.3197 2.5930 0.6274 0.18 0.48 0.13
H 3.9511 4.0995 -0.2733 0.39 -0.15 0.13
H 2.1036 3.6841 -2.0452 -0.41 0.39 0.51
H -4.7138 -2.6685 1.1397 -0.19 0.61 0.74
H -3.4166 -1.3104 3.5991 -0.26 0.13 0.17
H -3.9068 0.2090 -2.2427 0.32 -0.13 0.00
H -3.2745 3.4322 -1.1141 0.12 0.58 -0.09
H 5.4835 -2.5217 1.2891 -1.36 0.65 -0.43
H 5.8156 2.1177 -3.2083 -0.75 -1.14 0.46
H -1.7150 2.6090 -1.5760 0.48 0.55 0.09
H 3.2326 3.6247 -3.3422 -0.20 -0.17 0.01
H 0.4679 -3.4200 1.0607 -0.04 -0.27 1.09
H 1.3973 -4.3284 -0.1488 -0.54 0.64 0.06
H -3.3746 0.4951 2.6848 -0.24 0.26 -0.67
H -2.4934 2.3439 1.1969 0.05 0.22 0.05
H -6.5503 -0.8530 1.7104 -0.34 -0.29 0.04
H -5.8027 -0.7120 3.2850 -0.23 -0.65 -0.47
H -3.1565 2.2907 -2.5906 0.48 0.87 1.64
H 1.9418 2.4366 -3.2469 -0.18 -0.30 -0.40
H 4.7438 0.5750 -3.3587 0.78 0.67 0.23
H 5.3037 -0.1247 0.3959 -0.72 -0.40 -0.34
H -4.8166 -1.6156 -0.7583 0.58 1.37 0.19
H 3.2514 -3.7779 1.4920 0.20 0.13 0.36
H 0.2695 -2.8945 -0.5353 0.83 -0.51 0.01
H -2.6277 -2.3248 2.4991 0.59 -0.56 -0.34
```
Forces are in eV/Å.

Output
HOMO (spin up / spin down): -14.773 / -14.673 eV
charge: +2
HOMO-LUMO gap (spin up / spin down): 5.0 / 6.0 eV
max |F|: 3.49 eV Å⁻¹
spin multiplicity: 1

- What is the formula in the third record?
  C19H29FN2O5S